(i)
Molecular formula: C26H21N4O4PPtS2
Method: DFT, ωB97M-V/def2-TZVPD

Geometry (Å):
Pt -0.91890 -1.28364 0.44605
N -2.75240 -4.53219 1.99922
C -3.92983 -3.86165 1.75602
C -3.59038 -2.66499 1.20730
N -2.22117 -2.61244 1.12079
C -1.73961 -3.74991 1.60070
C -0.30901 -3.91264 1.50064
N 0.35542 -2.97556 0.83415
C 1.68266 -3.32226 0.89437
C 1.80483 -4.48353 1.59341
N 0.53413 -4.84595 1.96714
H -2.68559 -5.46585 2.37210
H -4.88829 -4.28935 1.98949
H -4.21665 -1.85451 0.88017
H 2.45333 -2.73047 0.43521
H 2.66674 -5.07095 1.85484
H 0.30216 -5.64896 2.52985
O 2.03778 1.31377 0.43311
C 1.56494 0.28430 -0.23958
O 0.31818 0.17029 -0.31173
C 2.52008 -0.54832 -0.91689
C 3.88294 -0.44942 -0.61458
C 4.81442 -1.27399 -1.23139
C 4.32547 -2.17344 -2.15707
O 5.02096 -3.04788 -2.88752
C 4.08291 -3.72632 -3.74497
O 2.78365 -3.22598 -3.41067
C 2.96431 -2.27066 -2.46831
C 2.03469 -1.47459 -1.87371
H 4.21536 0.27586 0.11441
H 5.87090 -1.20808 -1.01628
H 4.12841 -4.79495 -3.54579
H 4.31568 -3.49197 -4.78222
H 0.98964 -1.51230 -2.14847
S 1.01225 2.28578 1.39355
P -0.99831 2.14487 0.75042
S -2.07815 0.52074 1.32471
C -1.15061 2.57017 -0.97980
C -0.20190 3.39124 -1.58954
C -0.37894 3.77288 -2.90874
C -1.49351 3.33817 -3.61459
C -2.43225 2.51682 -3.00687
C -2.26538 2.12643 -1.68736
C -1.50489 3.49995 1.81629
C -0.89087 4.74729 1.64590
C -1.27143 5.81615 2.43927
C -2.27131 5.65400 3.38719
C -2.89477 4.42321 3.54604
C -2.51406 3.34368 2.76904
H 0.67422 3.72519 -1.04766
H 0.35297 4.41000 -3.38608
H -1.62922 3.64124 -4.64404
H -3.29910 2.18132 -3.55956
H -2.99839 1.48975 -1.21027
H -0.13552 4.89683 0.88608
H -0.79336 6.77708 2.30883
H -2.57169 6.49249 4.00099
H -3.68112 4.30364 4.27844
H -3.00244 2.38963 2.90798

Values from the calculation:
- HOMO energy: -13.535 eV
- Kohn-Sham gap: 7.6 eV
- M: 743.66 g/mol
- Charge: +2


(ii)
Molecular formula: C26H21N4O4PPtS2
Method: DFT, ωB97M-V/def2-TZVPD

Geometry (Å):
Pt 0.72756 0.93125 1.51000
N 1.56784 2.79899 4.99921
C 1.44481 3.97522 4.29624
C 1.17013 3.63302 3.00989
N 1.12914 2.26302 2.93361
C 1.37671 1.78441 4.14543
C 1.36551 0.34694 4.25720
N 1.04456 -0.31548 3.15487
C 1.16638 -1.65223 3.43976
C 1.56551 -1.78481 4.73366
N 1.68868 -0.51083 5.23541
H 1.77230 2.73160 5.98359
H 1.56794 4.93543 4.76398
H 1.00650 4.26402 2.15490
H 0.94513 -2.41760 2.71676
H 1.75796 -2.65604 5.33358
H 1.98606 -0.28085 6.17028
O 1.01569 -1.47509 -1.67512
C 0.40335 -1.47227 -0.49668
O 0.15174 -0.37917 0.03554
C 0.00017 -2.76132 0.00522
C 0.56235 -3.93057 -0.51274
C 0.15170 -5.18110 -0.06788
C -0.84785 -5.20038 0.88067
O -1.41930 -6.27062 1.44354
C -2.45243 -5.78742 2.31980
O -2.36659 -4.35703 2.31005
C -1.41862 -4.03231 1.39797
C -1.01820 -2.79631 0.98962
H 1.33463 -3.86167 -1.26571
H 0.58184 -6.09516 -0.44996
H -2.27053 -6.15927 3.32564
H -3.42188 -6.10210 1.93604
H -1.47112 -1.89009 1.36847
S 1.70892 -0.05127 -2.29764
P 0.39604 1.54538 -1.88536
S 0.63394 2.54628 -0.12989
C -1.28310 1.02103 -2.21198
C -1.54469 -0.04318 -3.07681
C -2.85747 -0.39259 -3.34850
C -3.90037 0.31544 -2.76560
C -3.63700 1.37312 -1.90605
C -2.32853 1.72873 -1.62105
C 1.02894 2.61646 -3.17694
C 0.56866 2.40858 -4.48185
C 1.03734 3.20610 -5.50906
C 1.96228 4.20824 -5.24168
C 2.42420 4.41242 -3.94918
C 1.96360 3.61853 -2.91213
H -0.73681 -0.59348 -3.54256
H -3.06574 -1.21345 -4.02119
H -4.92386 0.04299 -2.98570
H -4.45188 1.92470 -1.45755
H -2.12144 2.54897 -0.94616
H -0.15884 1.63568 -4.69513
H 0.67967 3.04853 -6.51709
H 2.32582 4.83225 -6.04706
H 3.14650 5.19115 -3.74709
H 2.33615 3.77520 -1.90960

Values from the calculation:
- HOMO energy: -13.391 eV
- Kohn-Sham gap: 7.7 eV
- M: 743.66 g/mol
- Charge: +2


Relative calculated energies, zero for the most stable structure, unit eV: (i) 0.493; (ii) 0.000.


(i)
Molecular formula: C7H6OS
Method: DFT, ωB97M-V/def2-TZVPD

Geometry (Å):
O -2.69921 1.20158 0.00533
C -1.77589 0.45972 0.01136
S -1.68900 -1.22773 0.00256
C 0.25501 -1.39473 -0.02725
C 0.67178 -0.66024 -1.23612
C 0.46140 0.65907 -1.21090
C -0.08767 1.20830 0.03214
C 0.49866 0.60888 1.23229
C 0.69927 -0.71094 1.19864
H 0.41126 -2.46707 -0.04277
H 1.05985 -1.20448 -2.07791
H 0.62829 1.30963 -2.05206
H -0.27072 2.27657 0.06332
H 0.72796 1.22139 2.08659
H 1.10900 -1.27995 2.01478

Values from the calculation:
- HOMO energy: -8.642 eV
- Kohn-Sham gap: 9.3 eV
- M: 138.19 g/mol


(ii)
Molecular formula: C7H6OS
Method: DFT, ωB97M-V/def2-TZVPD

Geometry (Å):
C 2.67902 1.85635 0.48502
C -0.83619 -1.53316 0.26521
C 2.09465 0.91297 0.11790
C -2.10486 -1.35841 0.37972
C -0.01319 -0.40138 -0.09858
C -0.74425 0.70136 -0.19417
C 1.53649 -0.24427 -0.37751
O -3.33300 0.86523 -0.60510
S -2.39824 0.42090 0.42122
H -0.52576 1.76532 -0.51235
H -0.32753 -2.46396 0.39297
H 3.08169 2.81433 0.61243
H -2.78271 -2.12524 0.69003
H 1.55093 -0.15485 -1.49084
H 2.12295 -1.05519 -0.08597

Values from the calculation:
- HOMO energy: -9.103 eV
- Kohn-Sham gap: 9.1 eV
- M: 138.19 g/mol


Relative calculated energies, zero for the most stable structure, unit eV: (i) 0.000; (ii) 3.204.